Below is a structure of composition C2HEuO2 in a non-equilibrium geometry, with properties calculated with the ωB97M-V functional and the def2-TZVPD basis.

Last column: Löwdin spin population.
CARTESIAN COORDINATES (ANGSTROEM)
C (-1.58, -0.86, -0.12)  0.0733
O (1.14, 0.46, 0.13)  0.2261
O (-1.80, 0.26, 0.03)  0.0222
Eu (-0.40, 2.33, 0.34)  7.0325
C (0.97, -0.72, 0.01)  0.5652
H (1.67, -1.47, -0.39)  0.0807

Values from the calculation:
- Total energy: -936.86712 Ha
- HOMO-LUMO gap (spin up / spin down): 8.3 / 12.0 eV
- LUMO (spin up / spin down): -0.3614 / -0.3607 hartree
- Spin multiplicity: 9
- <S²>: 20.012
- Net charge: +2

Below is a cluster of 2 separate species, C2HF2N in total in a non-equilibrium geometry, with properties calculated with the ωB97M-V functional and the def2-TZVPD basis.

Last column: Löwdin spin population.
CARTESIAN COORDINATES (ANGSTROEM)
F (-1.56, -2.09, -0.15)  0.1259
C (-0.72, -1.82, 0.87)  0.5417
H (-0.15, 0.83, -0.08)  0.8804
C (-1.26, -0.99, 1.85)  0.1274
N (-1.68, -0.35, 2.66)  0.2023
F (0.32, -2.62, 0.86)  0.1223

Values from the calculation:
- Energy above the lowest of the compared OMol25 structures with the same formula, charge and spin: 0.000 eV
- Total energy: -331.09571 Ha
- HOMO-LUMO gap (spin up / spin down): 10.3 / 12.3 eV
- LUMO (spin up / spin down): 0.0316 / -0.0473 hartree
- Spin multiplicity: 3
- <S²>: 2.011
- Net charge: 0

Below is a cluster of 2 separate species, C2HF2O3S in total in a non-equilibrium geometry, with properties calculated with the ωB97M-V functional and the def2-TZVPD basis.

Last column: Löwdin charge in e.
CARTESIAN COORDINATES (ANGSTROEM)
O (-2.88, -1.06, -0.95)  -0.4716
C (-0.27, 0.17, 1.01)  -0.4329
O (-0.50, 0.25, 2.25)  -0.1502
H (0.08, -0.77, 0.50)  0.1193
S (-3.18, -0.03, -0.03)  0.8153
O (-3.51, -0.45, 1.35)  -0.4733
F (-0.86, 2.51, 0.41)  -0.0147
F (-0.44, 1.10, -1.21)  0.0100
C (-0.45, 1.19, 0.12)  -0.4018

Values from the calculation:
- Energy above the lowest of the compared OMol25 structures with the same formula, charge and spin: 1.722 eV
- Total energy: -900.44799 Ha
- HOMO-LUMO gap (spin up / spin down): 6.1 / 6.1 eV
- LUMO (spin up / spin down): 0.1187 / 0.1187 hartree
- Net charge: -1

Below is an isolated molecule of C2HF3N2 in a non-equilibrium geometry, with properties calculated with the ωB97M-V functional and the def2-TZVPD basis.

Last column: Löwdin charge in e.
CARTESIAN COORDINATES (ANGSTROEM)
N (0.74, 0.22, 0.51)  0.0469
N (0.87, -1.26, 0.84)  0.1760
F (-1.01, 0.44, -1.24)  0.1562
F (-1.17, 1.80, 0.39)  0.1966
H (2.05, -0.82, -0.98)  0.1172
F (-1.86, -0.21, 0.61)  0.1537
C (1.34, -0.74, -0.19)  -0.2250
C (-0.95, 0.58, 0.06)  -0.6217

Values from the calculation:
- Structure (SMILES): FC(F)(F)N1C=N1
- Energy above the lowest of the compared OMol25 structures with the same formula, charge and spin: 3.395 eV
- Total energy: -485.78254 Ha
- HOMO-LUMO gap: 10.1 eV
- LUMO: 0.0209 hartree
- Net charge: 0

Below is a cluster of 2 separate species, C2HF3N2O in total in a non-equilibrium geometry, with properties calculated with the ωB97M-V functional and the def2-TZVPD basis.

Last column: Löwdin charge in e.
CARTESIAN COORDINATES (ANGSTROEM)
O (-1.35, -0.34, -0.01)  0.0871
N (-3.38, -2.33, 0.07)  0.0187
F (0.74, -0.17, -0.70)  0.0493
C (-3.75, -1.51, -0.70)  -0.1012
H (0.50, -0.27, 1.16)  0.1674
F (-4.05, -1.74, -1.97)  0.0787
N (-3.07, -2.75, 1.16)  0.1053
F (-1.72, -2.50, 1.61)  -0.1011
C (-0.20, -0.24, 0.26)  -0.3041

Values from the calculation:
- Energy above the lowest of the compared OMol25 structures with the same formula, charge and spin: 4.166 eV
- Total energy: -560.94199 Ha
- HOMO-LUMO gap (spin up / spin down): 9.1 / 9.1 eV
- LUMO (spin up / spin down): -0.0280 / -0.0279 hartree
- Net charge: 0

Below is a cluster of 2 separate species, C2HF4IO in total in a non-equilibrium geometry, with properties calculated with the ωB97M-V functional and the def2-TZVPD basis.

Last column: Löwdin charge in e.
CARTESIAN COORDINATES (ANGSTROEM)
F (0.95, -1.27, 0.59)  0.0964
H (-1.81, -1.03, 0.87)  -0.1885
I (-2.76, 0.32, 0.59)  0.7348
C (1.85, -0.29, 0.88)  -0.5562
F (-1.57, 0.83, -2.29)  -0.0011
O (1.70, 0.60, 1.63)  0.2158
C (-1.02, 0.18, -1.30)  -0.4116
F (2.70, -0.39, -0.10)  0.1908
F (-0.04, 1.05, -0.86)  -0.0804

Values from the calculation:
- Energy above the lowest of the compared OMol25 structures with the same formula, charge and spin: 2.713 eV
- Total energy: -849.10209 Ha
- HOMO-LUMO gap: 9.0 eV
- LUMO: -0.0093 hartree
- Net charge: 0

Below is a structure of composition C2HF6GaNO4S2 in a non-equilibrium geometry, with properties calculated with the ωB97M-V functional and the def2-TZVPD basis.

Last column: Löwdin charge in e.
CARTESIAN COORDINATES (ANGSTROEM)
O (-1.18, -1.85, 0.62)  -0.2184
F (-3.53, -0.22, -1.13)  0.0971
F (-1.44, 2.73, 0.71)  -0.1938
H (-2.21, 1.34, -0.84)  0.1748
O (1.20, -0.86, 2.00)  -0.1532
C (-2.61, 0.30, -0.30)  -0.4416
C (2.67, -0.76, -0.23)  -0.6790
Ga (0.19, 2.20, 0.07)  1.0519
F (2.45, -2.04, -0.36)  0.2157
O (1.78, 1.42, 1.03)  -0.2428
O (-1.00, -1.18, -1.82)  -0.2418
N (0.07, 0.27, -0.12)  -0.3373
F (2.68, -0.17, -1.40)  0.1883
F (-3.11, 0.17, 0.93)  0.1178
S (1.34, 0.01, 0.85)  0.7776
F (3.82, -0.56, 0.39)  0.2028
S (-1.12, -0.82, -0.41)  0.6817

Values from the calculation:
- Total energy: -3752.46623 Ha
- HOMO-LUMO gap: 6.1 eV
- LUMO: -0.3454 hartree
- Net charge: +1

Below is a structure of composition C2HFHgLiO2 in a non-equilibrium geometry, with properties calculated with the ωB97M-V functional and the def2-TZVPD basis.

Last column: Löwdin spin population.
CARTESIAN COORDINATES (ANGSTROEM)
Hg (-1.35, -0.99, -1.05)  0.1339
F (2.15, 0.60, 0.21)  0.0226
Li (-1.11, -0.51, 1.94)  0.0167
H (0.11, 2.25, -0.31)  0.0080
O (0.56, -0.99, 0.06)  0.2003
O (-1.43, 0.97, 0.32)  0.3274
C (0.82, 0.27, 0.13)  0.1196
C (-0.11, 1.26, 0.10)  0.1715

Values from the calculation:
- Energy above the lowest of the compared OMol25 structures with the same formula, charge and spin: 0.189 eV
- Total energy: -488.05540 Ha
- HOMO-LUMO gap (spin up / spin down): 5.9 / 5.7 eV
- LUMO (spin up / spin down): -0.0450 / -0.0505 hartree
- Spin multiplicity: 2
- <S²>: 0.761
- Net charge: 0

Below is a structure of composition C2HFI2O in a non-equilibrium geometry, with properties calculated with the ωB97M-V functional and the def2-TZVPD basis.

Last column: Löwdin charge in e.
CARTESIAN COORDINATES (ANGSTROEM)
H (-0.71, 0.30, -1.32)  0.0027
F (-1.57, 1.22, 1.75)  -0.4268
I (0.95, -2.16, -1.13)  0.8236
I (1.56, 1.44, -0.80)  0.8904
C (0.09, -0.13, -0.80)  -1.0521
O (-0.04, -0.62, 1.63)  0.1493
C (-0.28, -0.06, 0.67)  -0.3872

Values from the calculation:
- Energy above the lowest of the compared OMol25 structures with the same formula, charge and spin: 2.356 eV
- Total energy: -847.17194 Ha
- HOMO-LUMO gap: 8.3 eV
- LUMO: -0.0815 hartree
- Net charge: 0

Below is a structure of composition C2HFLi3O2 in a non-equilibrium geometry, with properties calculated with the ωB97M-V functional and the def2-TZVPD basis.

Last column: Löwdin charge in e.
CARTESIAN COORDINATES (ANGSTROEM)
F (-0.35, 4.07, 1.30)  -0.7355
Li (-0.33, 2.37, 0.98)  0.7857
C (-0.42, -1.78, 1.51)  -0.3707
H (-0.83, -1.94, 2.52)  0.1158
O (-0.02, 0.46, 0.54)  -0.0330
C (-0.46, -0.48, 1.15)  -0.1529
O (0.26, -2.71, 0.90)  -0.3065
Li (-0.12, 5.42, 2.29)  0.8626
Li (1.45, -2.95, -0.37)  0.8345

Values from the calculation:
- Energy above the lowest of the compared OMol25 structures with the same formula, charge and spin: 0.480 eV
- Total energy: -349.63062 Ha
- HOMO-LUMO gap: 6.4 eV
- LUMO: -0.1383 hartree
- Net charge: +1

Below is a structure of composition C2HFMgO in a non-equilibrium geometry, with properties calculated with the ωB97M-V functional and the def2-TZVPD basis.

Last column: Löwdin spin population.
CARTESIAN COORDINATES (ANGSTROEM)
C (-0.48, -0.22, -0.66)  0.0879
F (-1.70, -0.77, -1.03)  0.0023
Mg (0.83, 0.41, -2.16)  0.1923
H (0.68, 0.75, 1.91)  0.0070
C (-0.24, -0.17, 0.64)  0.5301
O (0.90, 0.00, 1.29)  0.1804

Values from the calculation:
- Total energy: -451.57672 Ha
- HOMO-LUMO gap (spin up / spin down): 5.9 / 6.5 eV
- LUMO (spin up / spin down): -0.2514 / -0.2759 hartree
- Spin multiplicity: 2
- <S²>: 0.777
- Net charge: +1

Below is an isolated molecule of C2HFN2O2 in a non-equilibrium geometry, with properties calculated with the ωB97M-V functional and the def2-TZVPD basis.

Last column: Löwdin charge in e.
CARTESIAN COORDINATES (ANGSTROEM)
N (-0.17, -0.69, -1.15)  -0.2619
N (-3.13, 1.02, -0.42)  0.1925
C (-2.22, 0.48, -0.89)  -0.1144
C (-1.37, -0.40, -1.60)  -0.2730
O (0.30, 0.02, -0.05)  0.0593
F (-1.83, -1.12, -2.59)  0.1628
O (0.67, -1.40, -1.71)  0.0431
H (1.00, -0.56, 0.44)  0.1916

Values from the calculation:
- Structure (SMILES): N#C/C(F)=[N+](/[O-])O
- Energy above the lowest of the compared OMol25 structures with the same formula, charge and spin: 4.651 eV
- Total energy: -436.50800 Ha
- HOMO-LUMO gap (spin up / spin down): 9.3 / 9.3 eV
- LUMO (spin up / spin down): -0.0206 / -0.0206 hartree
- Net charge: 0

Below is a cluster of 2 separate species, C2HFNO4 in total in a non-equilibrium geometry, with properties calculated with the ωB97M-V functional and the def2-TZVPD basis.

Last column: Löwdin charge in e.
CARTESIAN COORDINATES (ANGSTROEM)
O (1.39, 2.90, -1.85)  0.0107
C (0.34, 2.34, -1.57)  -0.6539
O (2.73, -0.03, 0.10)  0.0406
O (-0.81, 2.43, -1.92)  0.0109
N (1.85, 0.30, -0.64)  -0.4297
C (0.80, 1.19, -0.28)  -0.1085
H (-0.67, -0.56, 0.81)  0.1003
O (1.75, -0.22, -1.76)  0.0082
F (1.09, 1.63, 0.95)  0.0215

Values from the calculation:
- Energy above the lowest of the compared OMol25 structures with the same formula, charge and spin: 3.643 eV
- Total energy: -532.21643 Ha
- HOMO-LUMO gap (spin up / spin down): 7.3 / 8.4 eV
- LUMO (spin up / spin down): 0.0916 / 0.0979 hartree
- Net charge: -1

Below is a cluster of 2 separate species, C2HFO in total in a non-equilibrium geometry, with properties calculated with the ωB97M-V functional and the def2-TZVPD basis.

Last column: Löwdin charge in e.
CARTESIAN COORDINATES (ANGSTROEM)
O (1.34, -1.15, 1.04)  0.0818
H (-1.40, 1.13, -0.29)  0.0497
C (0.26, -0.83, 1.05)  -0.0425
C (-0.21, 0.82, -0.36)  0.0007
F (0.01, 0.03, -1.43)  -0.0898

Values from the calculation:
- Energy above the lowest of the compared OMol25 structures with the same formula, charge and spin: 2.392 eV
- Total energy: -251.75617 Ha
- HOMO-LUMO gap: 8.6 eV
- LUMO: -0.0299 hartree
- Net charge: 0

Below is a cluster of 2 separate species, C2HFO2 in total in a non-equilibrium geometry, with properties calculated with the ωB97M-V functional and the def2-TZVPD basis.

Last column: Löwdin charge in e.
CARTESIAN COORDINATES (ANGSTROEM)
C (-1.93, 3.04, -0.55)  0.0172
O (0.30, -1.70, -0.35)  0.1297
O (-1.59, 2.27, 0.22)  -0.0107
C (0.14, -0.68, -0.93)  -0.3102
H (0.90, 0.16, -1.02)  0.1526
F (-0.94, -0.32, -1.68)  0.0214

Values from the calculation:
- Energy above the lowest of the compared OMol25 structures with the same formula, charge and spin: 0.000 eV
- Total energy: -327.14477 Ha
- HOMO-LUMO gap: 13.1 eV
- LUMO: 0.0360 hartree
- Net charge: 0

Below is a cluster of 2 separate species, C2HFO3 in total in a non-equilibrium geometry, with properties calculated with the ωB97M-V functional and the def2-TZVPD basis.

Last column: Löwdin charge in e.
CARTESIAN COORDINATES (ANGSTROEM)
O (-0.65, -0.73, 1.67)  0.1262
F (1.38, -1.03, 2.31)  0.0343
O (-0.31, 0.27, -1.12)  0.1773
H (0.90, -0.53, 0.29)  0.1423
C (0.47, -0.78, 1.34)  -0.3310
O (-1.07, 1.75, -2.64)  0.2809
C (-0.71, 1.07, -1.85)  -0.4300

Values from the calculation:
- Structure (SMILES): O=C=O.O=CF
- Energy above the lowest of the compared OMol25 structures with the same formula, charge and spin: 0.342 eV
- Total energy: -402.41957 Ha
- HOMO-LUMO gap: 12.0 eV
- LUMO: 0.0114 hartree
- Net charge: 0

Below is a structure of composition C2HFOPt in a non-equilibrium geometry, with properties calculated with the ωB97M-V functional and the def2-TZVPD basis.

Last column: Löwdin spin population.
CARTESIAN COORDINATES (ANGSTROEM)
C (1.14, -0.35, -0.56)  0.3444
O (-1.11, -0.21, 0.15)  0.2797
C (-0.07, 0.33, -0.22)  -0.0684
F (2.06, -0.45, 0.31)  0.0746
H (0.03, 1.03, -1.16)  0.0199
Pt (-2.07, -0.35, 1.48)  1.3498

Values from the calculation:
- Energy above the lowest of the compared OMol25 structures with the same formula, charge and spin: 0.000 eV
- Total energy: -370.05703 Ha
- HOMO-LUMO gap (spin up / spin down): 9.1 / 7.1 eV
- LUMO (spin up / spin down): -0.4756 / -0.5335 hartree
- Spin multiplicity: 3
- <S²>: 2.157
- Net charge: +2

Below is a structure of composition C2HI3O in a non-equilibrium geometry, with properties calculated with the ωB97M-V functional and the def2-TZVPD basis.

Last column: Löwdin charge in e.
CARTESIAN COORDINATES (ANGSTROEM)
I (-1.20, 1.10, -3.89)  0.7256
I (-2.55, -0.09, -0.02)  0.6950
I (-0.01, -1.86, -1.81)  0.7007
C (-0.32, 1.82, -2.13)  -0.7691
C (-0.53, -0.41, -0.42)  -1.2861
O (0.17, 2.83, -1.87)  0.0054
H (0.13, -0.28, 0.42)  -0.0715

Values from the calculation:
- Energy above the lowest of the compared OMol25 structures with the same formula, charge and spin: 2.099 eV
- Total energy: -1045.01053 Ha
- HOMO-LUMO gap (spin up / spin down): 7.4 / 7.1 eV
- LUMO (spin up / spin down): -0.0370 / -0.0475 hartree
- Net charge: 0

Below is a cluster of 2 separate species, C2HIO2 in total in a non-equilibrium geometry, with properties calculated with the ωB97M-V functional and the def2-TZVPD basis.

Last column: Löwdin charge in e.
CARTESIAN COORDINATES (ANGSTROEM)
C (-0.69, 1.19, 0.75)  -0.7820
O (-1.22, 1.42, 1.79)  -0.0473
I (-1.49, -0.06, -0.74)  0.8080
H (0.36, 1.56, 0.55)  0.0781
C (1.58, -2.19, -0.63)  -0.0222
O (1.46, -1.91, -1.72)  -0.0346

Values from the calculation:
- Energy above the lowest of the compared OMol25 structures with the same formula, charge and spin: 0.033 eV
- Total energy: -524.95593 Ha
- HOMO-LUMO gap: 10.4 eV
- LUMO: 0.0062 hartree
- Net charge: 0

Below is a cluster of 2 separate species, C2HIS in total in a non-equilibrium geometry, with properties calculated with the ωB97M-V functional and the def2-TZVPD basis.

Last column: Löwdin charge in e.
CARTESIAN COORDINATES (ANGSTROEM)
I (3.33, -0.87, 0.00)  0.3963
S (2.20, 1.15, 0.05)  -0.1173
C (-0.93, 0.58, -0.16)  -0.1136
H (-2.75, -0.72, 0.11)  -0.0135
C (-1.86, -0.15, 0.00)  -0.1519

Values from the calculation:
- Energy above the lowest of the compared OMol25 structures with the same formula, charge and spin: 5.193 eV
- Total energy: -772.42678 Ha
- HOMO-LUMO gap (spin up / spin down): 5.5 / 5.5 eV
- LUMO (spin up / spin down): -0.1487 / -0.1494 hartree
- Net charge: 0